33
Properties=species:S:1:pos:R:3:forces:R:3 method="wB97M-V/def2-TZVPD" de_lowest_kj_mol=188.1 homo_energy_ev=-10.081 e_lumo_ev=-0.3 spin_multiplicity=1 max_force_ev_per_a=3.5 gap_ev=9.766 charge=0 smiles=O.O.O.O.O.O.O.O.O.O.O
H -0.7150 2.3903 -0.2786 0.11 -0.52 0.15
O 2.5030 2.1053 -1.1506 -0.52 -0.24 -1.09
H 3.1920 -1.6847 -1.5716 2.15 -0.11 1.04
H -3.2430 -0.9957 0.2304 0.84 -0.02 0.34
O -1.2420 -2.8587 -0.7406 -0.40 -0.41 -1.12
H 4.4910 -1.4837 -0.5746 -0.67 0.02 -0.29
O 2.5820 0.5893 1.0104 -0.24 1.61 1.77
H 0.7910 -0.5117 -0.4846 0.48 -0.55 -0.27
H -1.4400 -2.2837 -1.4876 -0.12 -0.21 -0.12
O -2.7180 -0.6257 0.9724 0.48 -1.19 -1.83
H 2.7850 2.9353 -0.7976 0.31 0.80 0.18
H -3.5330 2.9033 -1.3596 -0.38 0.02 0.04
H 1.1550 -1.7237 -2.2036 1.07 0.44 0.99
H 1.7140 -0.3717 -2.3656 0.36 2.47 -1.55
H 2.3420 1.2873 1.6904 0.93 -1.03 -0.89
H -1.4300 -1.6627 2.1134 -0.44 0.21 -0.25
H 2.6680 1.4763 -0.4366 0.15 -0.31 0.49
O -0.9350 1.7143 -0.9456 0.10 0.45 1.16
H -0.6300 0.5003 1.6614 0.05 0.46 0.71
H 1.6780 0.2973 0.8614 -0.55 -0.75 -0.18
H -3.4070 -0.2247 1.4444 -1.38 1.31 1.46
O 0.1540 -0.4047 0.2284 -1.14 0.27 -0.11
H -1.2590 1.1753 2.9324 0.50 0.04 -0.61
H -0.8070 2.1783 -1.7526 0.38 0.39 -1.41
H -0.4990 0.1963 -0.1986 0.47 -0.34 0.34
O 1.8070 -1.0857 -1.7896 -2.40 -2.56 -0.04
H -1.0080 -2.2327 -0.0726 0.57 0.59 1.13
H -2.6020 1.8893 -0.7886 0.30 -0.44 0.18
O -3.5370 2.0983 -0.8316 -0.76 0.38 -0.17
O -0.6530 1.3293 2.1834 -0.39 -0.25 0.16
H -1.4440 -2.6497 3.2884 0.16 0.10 -0.32
O 4.1380 -1.9457 -1.3466 -0.26 -0.24 -0.45
O -0.8990 -2.3207 2.5594 0.24 -0.38 0.58


17
Properties=species:S:1:pos:R:3:forces:R:3 method="wB97M-V/def2-TZVPD" de_lowest_kj_mol=22.5 homo_energy_ev="-18.494 / -18.492" e_lumo_ev="-7.5 / -15.7" spin_multiplicity=2 s2=0.76 max_force_ev_per_a=2.2 gap_ev="11.019 / 2.781" charge=+2
O 0.3372 -1.3181 2.6354 1.16 0.24 0.07
H -3.7454 0.2116 -3.0193 -0.08 -0.01 -0.15
H 1.2599 0.5833 0.5038 0.46 -0.02 1.12
H -0.0915 0.1257 1.5835 0.99 -0.34 -0.50
H -0.0615 -0.9402 -2.0776 -0.25 -0.12 0.05
H 3.4906 1.8230 1.4355 0.47 -0.13 0.52
H -3.4481 -0.8312 -4.1851 0.11 0.10 0.03
H 2.8898 0.6798 2.4108 0.79 0.51 0.00
O 2.7649 1.2294 1.6312 -1.20 -0.42 -0.62
O -3.0203 -0.2200 -3.5323 -0.05 -0.19 0.28
H -1.4475 -0.3444 -2.4568 0.01 0.26 -0.06
H -0.0435 1.5646 0.6868 0.24 -0.03 0.29
H 1.0125 -1.8472 2.1785 -0.51 -0.34 -0.14
N 0.2546 0.5824 0.6992 -1.50 0.80 -1.47
H -0.1991 0.1825 -0.1478 0.03 0.07 1.15
O -0.8579 -0.5071 -1.6925 0.02 -0.37 -0.91
H 0.9053 -0.9740 3.3468 -0.69 -0.01 0.34